(one)
Below is a cluster of 2 separate species, C4H6O in total, with properties calculated with ωB97M-V/def2-TZVPD.

Calculated values
Spin multiplicity: 1
E_LUMO: 0.9 eV
Kohn-Sham gap: 10.7 eV
HOMO level: -0.360 Ha
SMILES string: C#CC.C=O

CARTESIAN COORDINATES (ANGSTROEM)
1 C -1.91 0.19 0.20
2 C -0.90 0.64 0.72
3 C 0.01 -2.46 -1.39
4 C 0.25 1.21 1.42
5 O 1.06 -2.62 -1.87
6 H -2.54 -0.39 -0.45
7 H -0.89 -3.21 -1.52
8 H -0.11 -1.59 -0.75
9 H 0.09 1.51 2.41
10 H 0.61 2.06 0.95
11 H 1.13 0.42 1.35

(two)
Below is a structure of composition C4H6O, with properties calculated with ωB97M-V/def2-TZVPD.

Calculated values
Spin multiplicity: 1
E_LUMO: -0.2 eV
Kohn-Sham gap: 7.7 eV
HOMO level: -0.293 Ha

CARTESIAN COORDINATES (ANGSTROEM)
1 C -1.81 -0.61 0.33
2 C -1.11 0.45 -0.31
3 C 0.22 0.66 -0.12
4 C 1.31 -0.29 0.02
5 O 2.56 0.38 -0.01
6 H -2.90 -0.63 0.17
7 H -1.12 -1.10 1.00
8 H -1.50 1.13 -1.11
9 H 0.57 -0.11 0.91
10 H 1.47 -1.19 -0.60
11 H 2.30 1.31 -0.28

Most stable structure, least stable structure: (one), (two).

(one)
Below is a cluster of 3 separate species, C4H6O in total, with properties calculated with ωB97M-V/def2-TZVPD.

Calculated values
Spin multiplicity: 1
E_LUMO: 1.0 eV
Kohn-Sham gap: 10.5 eV
HOMO level: -0.348 Ha

CARTESIAN COORDINATES (ANGSTROEM)
1 O -2.21 1.87 -0.65
2 C -1.12 1.59 -0.54
3 C -0.65 -0.82 0.17
4 C 0.57 -0.92 -0.70
5 C 0.48 -0.86 0.80
6 H 0.83 1.74 0.52
7 H -1.73 -0.88 0.21
8 H 0.79 -1.88 -1.17
9 H 0.91 -0.05 -1.26
10 H 1.01 -0.96 1.73
11 H 1.13 1.18 0.91

(two)
Below is an isolated molecule of C4H6O, with properties calculated with ωB97M-V/def2-TZVPD.

Calculated values
Spin multiplicity: 1
E_LUMO: 0.9 eV
Kohn-Sham gap: 10.2 eV
HOMO level: -0.341 Ha
SMILES string: C=C=COC

CARTESIAN COORDINATES (ANGSTROEM)
1 C -1.30 0.70 -0.34
2 O -0.05 1.19 0.12
3 C 0.93 -1.45 0.85
4 C 1.34 -0.56 -0.01
5 C 1.06 0.63 -0.48
6 H -1.21 -0.26 -0.87
7 H -1.72 1.45 -1.02
8 H -1.97 0.57 0.51
9 H 1.20 -1.34 1.90
10 H 0.17 -2.17 0.56
11 H 1.55 1.24 -1.23

(three)
Below is an isolated molecule of C4H6O, with properties calculated with ωB97M-V/def2-TZVPD.

Calculated values
Spin multiplicity: 1
E_LUMO: 1.1 eV
Kohn-Sham gap: 10.3 eV
HOMO level: -0.336 Ha
SMILES string: C1=CCOC1

CARTESIAN COORDINATES (ANGSTROEM)
1 C -1.19 -0.48 0.03
2 C 1.14 -0.55 0.03
3 C 0.68 0.90 -0.12
4 C -0.66 0.97 -0.02
5 H -1.97 -0.68 -0.75
6 H -1.63 -0.86 0.99
7 H 1.65 -0.65 1.12
8 H 1.94 -0.95 -0.67
9 H 1.39 1.75 -0.23
10 H -1.29 1.89 -0.16
11 O -0.07 -1.34 -0.22

Most stable structure, least stable structure: (three), (one).

(one)
Below is an isolated molecule of C3H6O3, with properties calculated with ωB97M-V/def2-TZVPD.

Calculated values
Spin multiplicity: 1
E_LUMO: 0.9 eV
Kohn-Sham gap: 11.4 eV
HOMO level: -0.384 Ha
SMILES string: COCOC=O

CARTESIAN COORDINATES (ANGSTROEM)
1 C 1.46 -1.33 1.35
2 C 0.51 0.40 0.06
3 C -1.58 0.40 -0.86
4 H 1.15 -0.71 2.23
5 H 0.59 -1.97 1.16
6 H 2.39 -1.88 1.46
7 H 0.77 1.16 -0.64
8 H 0.15 0.81 1.03
9 H -2.44 -0.21 -1.28
10 O 1.57 -0.46 0.23
11 O -0.56 -0.38 -0.47
12 O -1.62 1.58 -0.67

(two)
Below is an isolated molecule of C3H6O3, with properties calculated with ωB97M-V/def2-TZVPD.

Calculated values
Spin multiplicity: 1
E_LUMO: 0.6 eV
Kohn-Sham gap: 11.1 eV
HOMO level: -0.383 Ha
SMILES string: O=C(CO)CO

CARTESIAN COORDINATES (ANGSTROEM)
1 O -2.12 -0.99 -0.52
2 C -1.36 -0.02 0.13
3 C 0.10 -0.24 -0.06
4 O 0.48 -1.21 -0.70
5 C 1.14 0.73 0.44
6 O 2.15 0.52 -0.47
7 H -1.49 -1.55 -1.01
8 H -1.56 -0.02 1.21
9 H -1.58 1.00 -0.23
10 H 1.46 0.50 1.46
11 H 0.79 1.77 0.46
12 H 2.00 -0.49 -0.72

Most stable structure, least stable structure: (one), (two).

(one)
Below is an isolated molecule of C3H6O3, with properties calculated with ωB97M-V/def2-TZVPD.

Calculated values
Spin multiplicity: 1
E_LUMO: 0.6 eV
Kohn-Sham gap: 11.1 eV
HOMO level: -0.385 Ha
SMILES string: O=C[C@H](O)CO

CARTESIAN COORDINATES (ANGSTROEM)
1 O 2.20 0.11 0.14
2 C 1.02 -0.61 -0.07
3 C -0.19 0.25 0.31
4 O -0.18 1.47 -0.35
5 C -1.51 -0.41 0.11
6 O -2.33 0.14 -0.58
7 H 2.04 0.99 -0.25
8 H 1.06 -1.51 0.54
9 H 0.91 -0.92 -1.12
10 H -0.20 0.37 1.42
11 H -1.72 -1.35 0.64
12 H -1.10 1.46 -0.78

(two)
Below is a cluster of 2 separate species, C3H6O3 in total, with properties calculated with ωB97M-V/def2-TZVPD.

Calculated values
Spin multiplicity: 1
E_LUMO (spin up / spin down): -0.8 / -0.8 eV
Kohn-Sham gap (spin up / spin down): 8.4 / 8.4 eV
HOMO level (spin up / spin down): -0.339 / -0.339 Ha

CARTESIAN COORDINATES (ANGSTROEM)
1 O -1.58 -0.15 -1.19
2 C -0.25 0.15 -1.25
3 C 0.32 1.12 -0.22
4 O -0.50 0.93 0.87
5 C 0.77 -0.25 -0.22
6 O 0.52 -1.21 1.74
7 H -1.84 0.23 -0.33
8 H 0.16 0.08 -2.26
9 H 0.86 2.04 -0.40
10 H 0.12 -0.32 1.86
11 H 1.66 -0.85 -0.14
12 H -0.24 -1.77 1.54

(three)
Below is an isolated molecule of C3H6O3, with properties calculated with ωB97M-V/def2-TZVPD.

Calculated values
Spin multiplicity: 1
E_LUMO (spin up / spin down): -0.2 / -0.2 eV
Kohn-Sham gap (spin up / spin down): 9.9 / 9.9 eV
HOMO level (spin up / spin down): -0.372 / -0.371 Ha
SMILES string: COO[C@H]1CO1

CARTESIAN COORDINATES (ANGSTROEM)
1 C 1.09 -1.79 0.81
2 C 0.15 -1.16 -0.26
3 C -0.92 2.08 -0.37
4 O -0.17 -1.43 1.11
5 O 0.52 0.00 -0.75
6 O -0.71 1.00 -1.20
7 H 1.33 -2.81 0.53
8 H 1.87 -1.24 1.33
9 H -0.39 -1.74 -0.94
10 H 0.07 2.29 0.04
11 H -1.61 1.77 0.54
12 H -1.23 3.03 -0.84

(four)
Below is a cluster of 2 separate species, C3H6O3 in total, with properties calculated with ωB97M-V/def2-TZVPD.

Calculated values
Spin multiplicity: 1
E_LUMO: 0.7 eV
Kohn-Sham gap: 9.7 eV
HOMO level: -0.333 Ha
SMILES string: O/C=C\O.C=O

CARTESIAN COORDINATES (ANGSTROEM)
1 O 1.81 -0.82 0.00
2 C 1.55 0.15 0.69
3 C -1.00 0.79 -0.26
4 O -0.47 1.03 -1.48
5 C -1.13 -0.44 0.24
6 O -0.72 -1.51 -0.52
7 H 0.23 -1.67 -0.33
8 H 1.62 1.18 0.29
9 H 1.30 0.06 1.76
10 H -1.32 1.69 0.26
11 H -0.30 0.16 -1.87
12 H -1.57 -0.64 1.22

Most stable structure, least stable structure: (one), (three).

(one)
Below is a cluster of 2 separate species, C3H6O3 in total, with properties calculated with ωB97M-V/def2-TZVPD.

Calculated values
Spin multiplicity: 1
E_LUMO: 0.4 eV
Kohn-Sham gap: 9.4 eV
HOMO level: -0.329 Ha
SMILES string: O/C=C\O.C=O

CARTESIAN COORDINATES (ANGSTROEM)
1 O 0.73 -1.66 -1.24
2 C 1.48 -0.72 -1.10
3 C -0.35 1.06 0.98
4 O -0.51 1.83 -0.14
5 C -0.83 -0.17 1.07
6 O -1.57 -0.66 -0.01
7 H -0.98 -1.23 -0.53
8 H 1.13 0.34 -1.12
9 H 2.56 -0.88 -0.97
10 H 0.20 1.56 1.78
11 H -1.14 1.33 -0.68
12 H -0.73 -0.80 1.95

(two)
Below is an isolated molecule of C3H6O3, with properties calculated with ωB97M-V/def2-TZVPD.

Calculated values
Spin multiplicity: 1
E_LUMO: 0.9 eV
Kohn-Sham gap: 11.3 eV
HOMO level: -0.382 Ha
SMILES string: COC(=O)CO

CARTESIAN COORDINATES (ANGSTROEM)
1 C 2.07 -0.28 0.17
2 O 0.70 -0.49 0.51
3 C -0.20 0.03 -0.33
4 O 0.08 0.66 -1.33
5 C -1.63 -0.22 0.11
6 O -2.24 1.00 0.47
7 H 2.34 -0.88 -0.70
8 H 2.28 0.77 -0.03
9 H 2.63 -0.62 1.04
10 H -2.15 -0.70 -0.73
11 H -1.66 -0.88 0.97
12 H -2.29 1.52 -0.34

Most stable structure, least stable structure: (two), (one).

(one)
Below is an isolated molecule of C3H6O3, with properties calculated with ωB97M-V/def2-TZVPD.

Calculated values
Spin multiplicity: 1
E_LUMO: 0.8 eV
Kohn-Sham gap: 11.4 eV
HOMO level: -0.389 Ha
SMILES string: COC(=O)CO

CARTESIAN COORDINATES (ANGSTROEM)
1 C -0.90 -1.88 0.09
2 O -0.75 -0.56 -0.43
3 C 0.26 0.14 0.08
4 O 1.02 -0.26 0.93
5 C 0.37 1.54 -0.51
6 O 0.91 2.41 0.44
7 H -0.14 -2.55 -0.34
8 H -0.80 -1.88 1.18
9 H -1.90 -2.21 -0.20
10 H 1.01 1.46 -1.40
11 H -0.60 1.90 -0.83
12 H 1.51 1.88 0.99

(two)
Below is an isolated molecule of C3H6O3, with properties calculated with ωB97M-V/def2-TZVPD.

Calculated values
Spin multiplicity: 1
E_LUMO: 0.8 eV
Kohn-Sham gap: 11.0 eV
HOMO level: -0.375 Ha
SMILES string: COC(=O)CO

CARTESIAN COORDINATES (ANGSTROEM)
1 C 1.59 1.14 0.96
2 C 0.10 -0.46 0.13
3 C -1.25 -0.75 -0.51
4 H 1.67 0.66 1.92
5 H 1.54 2.21 1.05
6 H 2.32 0.71 0.23
7 H -1.99 -0.89 0.33
8 H -1.12 -1.73 -1.06
9 H -1.39 1.11 -0.95
10 O 0.27 0.82 0.37
11 O 0.91 -1.31 0.40
12 O -1.63 0.29 -1.40

(three)
Below is a cluster of 2 separate species, C3H6O3 in total, with properties calculated with ωB97M-V/def2-TZVPD.

Calculated values
Spin multiplicity: 1
E_LUMO: 0.9 eV
Kohn-Sham gap: 10.7 eV
HOMO level: -0.361 Ha
SMILES string: O[C@H]1[C@H]2O[C@@H]12.O

CARTESIAN COORDINATES (ANGSTROEM)
1 O 0.90 0.39 -1.46
2 C -0.23 0.89 -0.86
3 C -1.43 0.08 -0.45
4 O -0.78 -0.75 0.52
5 C -0.62 0.68 0.58
6 O 1.81 -1.59 0.79
7 H 1.16 -0.42 -0.98
8 H -0.48 1.88 -1.25
9 H -2.50 0.03 -0.60
10 H 0.85 -1.57 0.92
11 H -0.85 1.25 1.47
12 H 2.16 -0.87 1.32

(four)
Below is a cluster of 2 separate species, C3H6O3 in total, with properties calculated with ωB97M-V/def2-TZVPD.

Calculated values
Spin multiplicity: 1
E_LUMO: 0.5 eV
Kohn-Sham gap: 8.6 eV
HOMO level: -0.301 Ha

CARTESIAN COORDINATES (ANGSTROEM)
1 C -1.63 0.40 1.61
2 O -0.24 0.84 1.47
3 C 0.48 0.32 0.47
4 O -0.13 -0.54 -0.27
5 C 1.51 -0.11 -1.26
6 O 1.09 -0.51 -2.48
7 H -2.20 0.64 0.70
8 H -1.68 -0.68 1.79
9 H -2.02 0.96 2.46
10 H 1.85 0.91 -1.35
11 H 2.17 -0.78 -0.70
12 H 0.81 -1.45 -2.43

Most stable structure, least stable structure: (one), (four).

(one)
Below is an isolated molecule of C4H5NO3, with properties calculated with ωB97M-V/def2-TZVPD.

Calculated values
Spin multiplicity: 1
E_LUMO: -0.2 eV
Kohn-Sham gap: 10.1 eV
HOMO level: -0.379 Ha
SMILES string: O=CC/C=C/[N+](=O)[O-]

CARTESIAN COORDINATES (ANGSTROEM)
1 C -0.43 -1.01 0.07
2 C -0.27 -1.61 -1.11
3 C 0.14 0.32 0.54
4 C 1.21 0.85 -0.33
5 N -0.84 -2.88 -1.37
6 O -1.78 -3.14 -0.63
7 O -0.41 -3.53 -2.27
8 O 1.44 0.42 -1.44
9 H -0.97 -1.45 0.95
10 H -0.61 1.04 0.63
11 H 0.46 0.17 1.48
12 H 1.95 1.51 -0.02
13 H 0.00 -1.05 -1.97

(two)
Below is a structure of composition C4H5NO3, with properties calculated with ωB97M-V/def2-TZVPD.

Calculated values
Spin multiplicity: 1
E_LUMO: -0.5 eV
Kohn-Sham gap: 8.9 eV
HOMO level: -0.347 Ha

CARTESIAN COORDINATES (ANGSTROEM)
1 C 0.00 -1.63 -0.52
2 C 0.04 -0.24 0.25
3 C -0.22 0.13 1.43
4 C -0.13 1.52 1.26
5 H -1.01 -2.27 0.14
6 H 1.16 -2.04 -0.46
7 H -0.36 -1.26 -1.69
8 H -0.14 -0.57 2.45
9 H 0.73 0.55 -2.53
10 N 0.35 0.70 -0.70
11 O -0.23 2.37 2.10
12 O 0.12 1.98 0.07
13 O -0.30 0.75 -1.81

(three)
Below is an isolated molecule of C4H5NO3, with properties calculated with ωB97M-V/def2-TZVPD.

Calculated values
Spin multiplicity: 1
E_LUMO: 0.2 eV
Kohn-Sham gap: 10.4 eV
HOMO level: -0.376 Ha
SMILES string: O=C1C=NOCCO1

CARTESIAN COORDINATES (ANGSTROEM)
1 C -0.95 -0.06 0.90
2 C -0.54 -0.23 -1.54
3 C 0.90 -0.47 -1.32
4 C 0.51 0.25 1.20
5 H -0.71 0.83 -1.83
6 H -0.90 -0.95 -2.27
7 H 1.03 -1.38 -0.75
8 H 1.26 -0.69 -2.34
9 H 0.67 0.45 2.30
10 N 1.53 0.58 0.57
11 O -1.80 0.05 1.76
12 O -1.24 -0.47 -0.36
13 O 1.59 0.50 -0.71

(four)
Below is an isolated molecule of C4H5NO3, with properties calculated with ωB97M-V/def2-TZVPD.

Calculated values
Spin multiplicity: 1
E_LUMO: -0.7 eV
Kohn-Sham gap: 9.1 eV
HOMO level: -0.363 Ha
SMILES string: O=C(O)/C=C\C=N\O

CARTESIAN COORDINATES (ANGSTROEM)
1 C 1.26 0.71 -0.10
2 C -0.08 1.26 0.03
3 C -1.34 0.77 -0.04
4 C -1.91 -0.57 -0.15
5 H 2.57 -2.01 -0.10
6 H 2.18 1.28 0.01
7 H -0.11 2.33 0.25
8 H -2.02 1.59 -0.01
9 H -0.20 -1.43 0.03
10 N 1.34 -0.57 0.05
11 O 2.62 -1.05 -0.02
12 O -1.19 -1.70 0.04
13 O -3.11 -0.62 0.02

Most stable structure, least stable structure: (four), (two).

(one)
Below is an isolated molecule of C4H5NO3, with properties calculated with ωB97M-V/def2-TZVPD.

Calculated values
Spin multiplicity: 1
E_LUMO: -0.5 eV
Kohn-Sham gap: 9.9 eV
HOMO level: -0.384 Ha
SMILES string: NC(=O)/C=C\C(=O)O

CARTESIAN COORDINATES (ANGSTROEM)
1 C -1.11 0.33 -0.02
2 C -0.16 -0.79 -0.01
3 C 1.16 -0.78 -0.03
4 C 2.20 0.29 -0.05
5 H -3.10 0.77 0.07
6 H -2.72 -0.93 -0.06
7 H -0.60 -1.78 0.16
8 H 1.62 -1.75 -0.04
9 H 0.78 1.59 0.00
10 N -2.42 0.02 -0.03
11 O -0.79 1.54 0.00
12 O 1.77 1.54 -0.02
13 O 3.37 -0.04 0.01

(two)
Below is an isolated molecule of C4H5NO3, with properties calculated with ωB97M-V/def2-TZVPD.

Calculated values
Spin multiplicity: 1
E_LUMO: 0.7 eV
Kohn-Sham gap: 10.0 eV
HOMO level: -0.342 Ha
SMILES string: O=C1NOC2(CC2)O1

CARTESIAN COORDINATES (ANGSTROEM)
1 C -0.03 1.75 0.86
2 C 0.13 -0.10 -0.30
3 C 0.08 -1.14 -1.40
4 C -0.95 -1.11 -0.19
5 H 1.85 1.19 1.78
6 H -0.56 -0.59 -2.06
7 H 0.89 -1.88 -1.60
8 H -0.93 -2.06 0.39
9 H -1.94 -0.80 -0.38
10 N 0.90 0.88 1.30
11 O -0.40 2.69 1.56
12 O 1.23 -0.10 0.50
13 O -0.27 1.27 -0.45

(three)
Below is an isolated molecule of C4H5NO3, with properties calculated with ωB97M-V/def2-TZVPD.

Calculated values
Spin multiplicity: 1
E_LUMO: 0.5 eV
Kohn-Sham gap: 8.1 eV
HOMO level: -0.279 Ha
SMILES string: Oc1ccn(O)c1O

CARTESIAN COORDINATES (ANGSTROEM)
1 C -1.10 -0.15 0.04
2 C -0.73 -1.55 -0.01
3 C 0.62 -1.65 0.01
4 C 0.01 0.62 -0.15
5 H -2.94 -0.27 -0.13
6 H -1.47 -2.34 -0.09
7 H 1.46 -2.27 0.16
8 H 1.91 0.89 0.80
9 H -0.49 2.53 0.05
10 N 1.06 -0.30 -0.34
11 O -2.30 0.40 0.17
12 O 2.21 0.15 0.22
13 O 0.25 1.95 -0.11

(four)
Below is a structure of composition C4H5NO3, with properties calculated with ωB97M-V/def2-TZVPD.

Calculated values
Spin multiplicity: 1
E_LUMO: 0.1 eV
Kohn-Sham gap: 8.9 eV
HOMO level: -0.322 Ha

CARTESIAN COORDINATES (ANGSTROEM)
1 C -1.50 -0.89 0.09
2 C -0.34 0.06 0.02
3 C 1.01 1.80 0.09
4 C 0.98 -0.48 -0.08
5 H -2.01 1.02 -0.27
6 H -1.41 -1.80 -0.61
7 H -1.44 -1.42 1.36
8 H 1.39 2.72 0.02
9 H 2.71 -1.51 -0.38
10 N -0.28 1.51 0.13
11 O -2.59 0.07 -0.22
12 O 1.83 0.63 -0.20
13 O 1.66 -1.71 0.05

Most stable structure, least stable structure: (one), (four).